Formula: C24H54O3P2Sn
Source: the OMol25 dataset
Level of theory: ωB97M-V/def2-TZVPD

XYZ file:
```
84
Properties=species:S:1:pos:R:3
Sn 0.4422 0.1950 -0.5746
C 1.0359 -1.5847 -1.4021
O 1.3967 -2.5784 -1.8468
C -0.3888 1.6306 0.6896
O -0.8338 2.4945 1.2876
P -1.7149 0.0601 -1.9055
C -3.1881 -0.6761 -1.0444
H -4.0210 -0.5727 -1.7622
C -2.3087 1.6741 -2.6212
H -2.1405 2.3857 -1.7968
C -1.4819 -1.0386 -3.3904
H -1.2161 -2.0053 -2.9399
C 3.9869 -0.5120 -0.2912
P 2.6306 0.2686 0.7255
H 3.5715 -0.2609 2.8628
H 3.6387 -1.5496 -0.4041
C 3.2860 1.9730 1.1176
H 4.3678 1.7712 1.1726
C -1.5389 2.1698 -3.8498
H -2.0276 1.8432 -4.7818
H -0.4973 1.8441 -3.8788
H -1.5417 3.2702 -3.8582
C -3.8121 1.6624 -2.9257
H -4.0332 2.4241 -3.6874
H -4.4115 1.8882 -2.0366
H -4.1394 0.6948 -3.3223
C -2.7342 -1.2371 -4.2549
H -3.6217 -1.5164 -3.6789
H -2.5424 -2.0487 -4.9772
H -2.9618 -0.3380 -4.8425
C -0.3062 -0.5857 -4.2574
H 0.1608 -1.4637 -4.7284
H 0.4644 -0.0683 -3.6735
H -0.6344 0.0835 -5.0651
C -2.9949 -2.1616 -0.7396
H -3.3649 -2.8046 -1.5536
H -3.5493 -2.4277 0.1712
H -1.9361 -2.3965 -0.5721
C -3.5418 0.1071 0.2077
H -2.7831 -0.0419 0.9785
H -4.5029 -0.2439 0.6225
H -3.6243 1.1873 0.0363
C 5.3691 -0.5411 0.3840
H 5.3232 -0.6079 1.4748
H 5.9594 0.3450 0.1109
H 5.9260 -1.4199 0.0193
C 4.0897 0.1076 -1.6825
H 4.3764 1.1649 -1.6353
C 1.4711 -0.4189 3.1674
H 3.1469 0.0264 -2.2361
H 4.8666 -0.4207 -2.2596
C 2.9170 -2.1694 2.1022
H 0.7132 -1.1982 3.0066
H 1.7074 -0.4236 4.2442
H 0.9919 0.5456 2.9523
C 2.6927 -0.6677 2.3262
H 2.5331 -2.7300 2.9662
H 3.9789 -2.4189 1.9868
H 2.3847 -2.5160 1.2108
C 2.8285 2.5546 2.4584
H 1.7500 2.7590 2.4559
H 3.3393 3.5170 2.6213
H 3.0575 1.9106 3.3142
C 3.0574 2.9980 0.0040
H 3.2490 2.5864 -0.9902
H 3.7413 3.8507 0.1575
H 2.0322 3.3907 0.0220
H 0.1666 -1.0722 0.9441
H -0.7006 -1.1265 0.4060
C -2.7546 0.9295 3.1075
C -1.3159 0.5590 3.0339
O -1.0068 -0.2540 2.1155
C -1.5577 -1.8131 2.3428
C -1.5412 -2.2035 3.7980
H -3.0689 1.6378 2.3375
H -2.8561 1.4722 4.0575
H -3.4226 0.0685 3.1636
H -0.7104 1.4563 3.1193
H -0.9708 0.0694 3.9224
H -2.5862 -1.7703 1.9903
H -1.0411 -2.6028 1.7851
H -2.1540 -1.5607 4.4320
H -2.0242 -3.1913 3.8303
H -0.5463 -2.3372 4.2247
```

Summary:
gap between HOMO and LUMO: 6.2 eV
charge: +4
energy: -56264.2989 eV
E_HOMO: -21.82 eV

These are the Mulliken partial charges, in e, on atoms 1 to 2: Sn 1.15; C 0.27

***

Formula: C4H26NO9S
Source: the OMol25 dataset
Level of theory: ωB97M-V/def2-TZVPD

XYZ file:
```
41
Properties=species:S:1:pos:R:3
C -2.7040 0.7172 1.0765
N -2.1433 -0.4049 0.3224
C -0.6798 -0.4941 0.3142
C -0.3399 -1.8800 -0.2521
S 1.2524 -2.6606 0.3253
C -0.0289 0.6429 -0.5006
O 1.1173 1.2258 0.1080
H -3.0948 1.5002 0.4126
H -3.5442 0.4131 1.7014
H -1.9529 1.2491 1.6593
H -2.6294 -0.4268 -0.5583
H -0.3538 -0.3915 1.3471
H -0.1362 -1.8278 -1.3178
H -1.1068 -2.5813 0.0506
H 1.8117 0.6038 0.4245
H 0.1126 0.3102 -1.5307
H -0.6240 1.5475 -0.6565
H -0.8489 -0.5431 -3.5455
H -1.7811 -0.1287 -2.3435
O -1.6263 -0.0370 -3.2865
H 2.1601 2.5425 2.3345
H 0.8277 3.0121 1.6608
O 1.4114 3.1357 2.4129
H 1.0586 -0.2226 4.2413
H 0.7919 0.1359 2.8109
O 1.4860 0.1920 3.4827
H 1.6270 -0.7604 -3.2473
H 1.9603 0.6021 -3.7587
O 1.2864 -0.0751 -3.8709
H -1.8190 2.9609 -2.2586
H -2.7261 1.8686 -2.9209
O -2.6916 2.5644 -2.2562
H 2.3622 -2.1389 -1.5278
H 2.9666 -0.8025 -1.3391
O 2.8475 -1.4443 -2.0522
H -0.2553 -2.3496 2.9004
H -1.6346 -2.1639 2.3220
O -1.1686 -2.1738 3.1733
H 2.5055 -0.2992 1.9644
H 3.2084 -1.1786 0.9887
O 3.0955 -0.2392 1.1899
```

Summary:
gap between HOMO and LUMO: 7.2 eV
charge: -1
energy: -35324.6737 eV
E_HOMO: -4.25 eV

These are the Mulliken partial charges, in e, on atoms 1 to 2: C -0.99; N -0.34

***

Formula: C13H25AlClNSiV
Source: the OMol25 dataset
Level of theory: ωB97M-V/def2-TZVPD

XYZ file:
```
43
Properties=species:S:1:pos:R:3
V 1.3756 -0.8381 0.7050
Cl 1.9108 -2.8142 1.3313
C 0.8109 -0.6566 -1.3035
H 1.2946 0.2768 -1.6561
H -0.2738 -0.6733 -1.5153
H 1.3268 -1.5831 -1.6462
Al -2.6690 -0.8636 0.5214
C -3.7818 -1.5844 2.1194
C -3.5887 -1.7190 -1.0934
C -2.2244 1.0163 0.4881
H -4.0849 -0.9794 -1.7413
H -2.9256 -2.3482 -1.7159
H -4.3831 -2.4496 -0.8812
H -4.3343 -0.7622 2.6083
H -4.5582 -2.3150 1.8732
H -3.1341 -2.0530 2.8852
H -1.0985 1.1985 0.2471
H -2.6509 1.9746 0.8452
C -0.0757 -0.0739 3.3215
Si 1.1024 1.3074 2.9416
C 0.1726 2.8684 2.8528
C 2.6845 1.4272 3.9551
N 1.6931 0.8265 1.3063
C 2.6243 1.5586 0.5279
C 2.3989 2.9161 0.3166
C 3.3632 3.6256 -0.3797
C 4.4486 2.9819 -0.9914
C 4.6294 1.6061 -0.8652
C 3.7482 0.9000 -0.0357
H -0.2784 0.0754 4.3944
H 0.2525 -1.1218 3.1913
H -1.0109 0.1025 2.7618
H -0.1261 3.1518 3.8640
H 0.7511 3.7120 2.4813
H -0.7303 2.7553 2.2451
H 3.2632 0.4877 3.9440
H 3.3249 2.2471 3.5763
H 2.4675 1.6720 5.0001
H 1.5039 3.3909 0.7320
H 3.1942 4.6923 -0.5169
H 5.0802 3.5729 -1.6485
H 5.4745 1.0832 -1.3133
H 3.9147 -0.1649 0.1650
```

Summary:
multiplicity: 3
<S²>: 2.23
gap between HOMO and LUMO (alpha / beta): 5.7 / 4.4 eV
charge: -1
energy: -68061.4333 eV
E_HOMO (alpha / beta): -3.00 / -1.77 eV

These are the Mulliken partial charges, in e, on atoms 1 to 2: V 0.69; Cl -0.63

***

Formula: C5H12N2
Source: the OMol25 dataset
Level of theory: ωB97M-V/def2-TZVPD

XYZ file:
```
19
Properties=species:S:1:pos:R:3
N -1.4118 -1.1016 2.7484
C -1.3399 -1.5182 1.3979
C -0.1630 -1.4117 0.7216
C 0.0071 -0.8475 -0.6999
C -0.0824 0.6899 -0.5447
C 1.2645 1.3487 -0.8990
N 1.4775 1.5685 -2.3024
H -1.4847 -0.0907 2.7339
H -2.2018 -1.4315 3.2874
H -2.2442 -1.9662 0.9871
H 0.6247 -1.8453 1.3426
H -0.8943 -1.2040 -1.2115
H 0.9472 -1.2387 -1.0612
H -0.8756 1.2685 -1.0489
H -0.3807 0.8469 0.5127
H 1.9798 0.7718 -0.3109
H 1.1796 2.3280 -0.4330
H 1.1573 2.4423 -2.6814
H 2.4407 1.3907 -2.5388
```

Summary:
gap between HOMO and LUMO: 8.8 eV
charge: 0
energy: -8357.2048 eV
structure (SMILES): N/C=C/CCCN
E_HOMO: -7.72 eV

These are the Mulliken partial charges, in e, on atoms 1 to 2: N -0.60; C -0.26

***

Formula: C7H7NO4
Source: the OMol25 dataset
Level of theory: ωB97M-V/def2-TZVPD

XYZ file:
```
19
Properties=species:S:1:pos:R:3
O 2.1657 -1.8586 -0.4436
C 1.3804 -1.0302 -1.0337
N 1.4396 -0.9525 -2.3616
O 2.2894 -1.7813 -2.9975
C 0.3758 -0.2207 -0.3064
C -0.6601 0.4888 -0.9297
C -1.5827 1.1242 -0.3126
C -1.5536 1.1739 1.0717
O -2.5234 1.9248 1.7284
C -0.6446 0.4286 1.6929
O -0.7460 0.5476 3.1364
C 0.3387 -0.2889 1.1247
H 1.9286 0.1156 -2.7026
H 2.5466 -2.3564 -2.3151
H -0.6639 0.5790 -2.1000
H -2.6606 1.5244 -0.9298
H -2.4834 1.7311 2.6535
H 0.2181 -0.0706 3.4780
H 0.8355 -1.0789 1.5471
```

Summary:
gap between HOMO and LUMO: 8.8 eV
charge: 0
energy: -17047.7207 eV
structure (SMILES): O=C(NO)c1ccc(O)c(O)c1
E_HOMO: -8.98 eV

These are the Mulliken partial charges, in e, on atoms 1 to 2: O -0.76; C 0.51

***

Formula: C2H3N3O2S
Source: the OMol25 dataset
Level of theory: ωB97M-V/def2-TZVPD

XYZ file:
```
11
Properties=species:S:1:pos:R:3
C 1.2115 -1.5612 -0.0965
C 0.1173 0.2390 -0.4784
N 0.8489 -0.7455 -1.0489
N 0.4766 -1.1881 0.9691
N -0.1130 -0.0161 0.8032
O -0.9247 2.4758 0.2383
O -1.9469 1.2880 -1.7518
S -0.6828 1.8292 -1.2845
H 1.8817 -2.4374 -0.1194
H 0.3050 -1.5937 1.8137
H -1.1737 1.7099 0.9552
```

Summary:
multiplicity: 3
<S²>: 2.01
gap between HOMO and LUMO (alpha / beta): 6.1 / 7.4 eV
charge: 0
energy: -21516.4035 eV
E_HOMO (alpha / beta): -5.41 / -10.59 eV

These are the Mulliken partial charges, in e, on atoms 1 to 2: C 0.08; C 0.34